Entry a
Computed, not measured: a 2-piece molecular cluster, C4H12 overall, with ωB97M-V/def2-TZVPD.

Each line ends with the natural charge from an NBO analysis.
Atoms and positions in Å:
C (0.02969, 1.70662, -0.40318)  -0.610
C (1.04882, 2.60678, 0.21031)  -0.619
H (0.34364, 0.65240, -0.60076)  0.207
H (-0.89307, 1.55333, 0.14909)  0.206
H (-0.32525, 2.18736, -1.44563)  0.196
H (1.62815, 2.11553, 1.02796)  0.202
H (0.53945, 3.43745, 0.78991)  0.207
H (1.76250, 2.98054, -0.50953)  0.210
C (0.19621, -2.43793, -0.05024)  -0.610
C (-1.23595, -1.85693, 0.25259)  -0.612
H (0.95474, -1.69833, -0.29139)  0.202
H (0.55846, -2.79761, 0.91963)  0.199
H (0.26545, -3.20235, -0.78952)  0.209
H (-1.69095, -1.74702, -0.77457)  0.198
H (-1.37117, -0.90725, 0.72022)  0.211
H (-1.81074, -2.59257, 0.79513)  0.204

Summary:
**SMILES**: CC.CC
**Lowest unoccupied orbital energy**: 1.140 eV


Entry b
Computed, not measured: a 2-piece molecular cluster, C4H12 overall, with ωB97M-V/def2-TZVPD.

Each line ends with the natural charge from an NBO analysis.
Atoms and positions in Å:
C (0.39178, -0.02649, -1.72516)  -0.608
C (1.45221, -0.73962, -2.56238)  -0.607
H (0.50802, -0.39507, -0.70473)  0.204
H (0.66191, 1.02931, -1.63967)  0.202
H (-0.60120, -0.08815, -2.16700)  0.207
H (2.41042, -0.61291, -2.06348)  0.199
H (1.66412, -0.20118, -3.49609)  0.199
H (1.32493, -1.78683, -2.77133)  0.205
C (-0.72880, 1.10809, 2.18296)  -0.607
C (-1.11870, -0.35983, 2.11532)  -0.605
H (-0.30399, 1.47433, 1.24300)  0.204
H (-1.56172, 1.69898, 2.54545)  0.204
H (0.10202, 1.26951, 2.87014)  0.201
H (-0.27825, -0.97626, 1.79283)  0.199
H (-1.94315, -0.57439, 1.44436)  0.203
H (-1.41104, -0.71890, 3.10610)  0.201

Summary:
**SMILES**: CC.CC
**Lowest unoccupied orbital energy**: 1.141 eV


Entry c
Computed, not measured: a 2-piece molecular cluster, C4H12 overall, with ωB97M-V/def2-TZVPD.

Each line ends with the natural charge from an NBO analysis.
Atoms and positions in Å:
C (-1.71884, -1.61991, 0.73670)  -0.607
C (-1.02555, -2.73645, 1.53531)  -0.604
H (-1.85668, -0.64387, 1.19128)  0.206
H (-1.14738, -1.49195, -0.18810)  0.199
H (-2.69362, -1.97537, 0.39424)  0.200
H (-1.40552, -2.78954, 2.55374)  0.202
H (0.04486, -2.54176, 1.62902)  0.199
H (-1.14677, -3.66434, 0.98405)  0.205
C (0.64662, 2.02145, -1.31901)  -0.601
C (2.11102, 2.33000, -0.94901)  -0.602
H (0.33005, 2.55742, -2.21407)  0.201
H (0.49549, 0.95364, -1.45862)  0.200
H (-0.01309, 2.38304, -0.53419)  0.199
H (2.38843, 1.87295, -0.00554)  0.202
H (2.20627, 3.40775, -0.82694)  0.200
H (2.75855, 1.97798, -1.74728)  0.201

Summary:
**SMILES**: CC.CC
**Lowest unoccupied orbital energy**: 1.066 eV


Entry d
Computed, not measured: a 2-piece molecular cluster, C4H12 overall, with ωB97M-V/def2-TZVPD.

Each line ends with the natural charge from an NBO analysis.
Atoms and positions in Å:
C (-1.35264, -2.65507, -0.44196)  -0.617
C (-0.53790, -1.33167, -0.14414)  -0.603
H (-0.63907, -3.47042, -0.28351)  0.209
H (-1.95997, -2.70562, 0.46491)  0.203
H (-1.88020, -2.50994, -1.34626)  0.211
H (-0.29371, -0.90087, -1.10378)  0.196
H (-1.17694, -0.54939, 0.31162)  0.198
H (0.31753, -1.54449, 0.46644)  0.204
C (0.78065, 2.23396, -0.43782)  -0.626
C (1.08778, 1.71796, 0.97175)  -0.621
H (0.58460, 3.32183, -0.40726)  0.212
H (1.54245, 1.98714, -1.17724)  0.209
H (0.02436, 1.52878, -0.92709)  0.207
H (1.86865, 0.95488, 0.87072)  0.208
H (0.27852, 1.34618, 1.58871)  0.207
H (1.35590, 2.57674, 1.59492)  0.204

Summary:
**SMILES**: CC.CC
**Lowest unoccupied orbital energy**: 1.136 eV


The structure shown above that is most stable: entry c.